(1)
DFT (ωB97M-V/def2-TZVPD) results for a cluster of 6 separate species, C22H48ClN6O5 in total.

Structure (XYZ):
```
82
C22H48ClN6O5 (ωB97M-V/def2-TZVPD)
H -8.01352 -0.96422 -1.04260
H -8.04776 -5.32708 -0.51185
H 2.48430 -2.13071 -0.92976
C -7.31232 -0.43844 -0.24353
H 3.26140 2.77256 -5.83047
C -8.04473 -5.26311 0.57916
C 2.14882 2.19716 -2.87948
Cl -2.24639 1.88555 -1.66480
H 6.26669 7.70054 -1.15715
C -5.61082 1.20079 0.43391
H 3.05597 0.15694 -0.86033
H -6.57785 1.25307 -1.64774
C -5.61842 -5.05770 2.28621
H -7.80855 -3.15526 0.61415
H 6.44606 -2.63398 5.15540
H 0.88081 0.64687 -3.63610
H 0.35955 2.31498 -4.04923
C -7.11983 1.75448 0.87639
H 4.67337 -2.93472 3.62820
C 5.21162 -3.81165 3.25878
C 5.21776 -4.89168 4.30467
C -6.29985 -3.83996 1.72660
H -4.75304 -4.74992 2.88025
C 5.28878 7.64982 -1.64250
H 2.50303 -1.48138 0.74446
C -2.90037 1.62456 0.08030
N 5.81219 -4.62272 5.50256
C -6.06895 0.42682 -0.95267
N -7.99973 0.74236 0.47320
N 4.89026 -0.83330 -0.49676
H -4.32623 3.03191 1.23006
H -6.71424 -1.15145 0.50183
H 0.13260 1.68415 -2.40698
H -5.27229 -0.16436 -1.57330
H -7.43094 2.73012 1.44315
H 4.51302 7.52139 -0.88698
O 2.39785 2.55919 -1.73216
H -2.11584 2.14039 0.79742
H -1.71945 -0.43280 0.33206
C 3.45806 5.30702 -1.58808
H 5.11330 8.57786 -2.19237
H 5.90193 -0.78233 -0.52779
N 5.31776 6.56487 -2.59428
O -5.88914 -2.70310 1.94632
H 6.00678 6.59449 -3.33684
H 5.94466 -3.03930 6.81815
H -6.30525 -5.60667 2.93590
H -7.53663 -6.13419 0.99409
H -4.58429 2.99159 -0.63790
O 4.68287 4.62641 -3.52961
H 2.75420 6.14192 -1.64103
C 2.93523 -2.21834 0.06234
H -9.03798 0.69675 0.59120
C 3.02928 1.89048 -5.22838
H -5.39817 0.45024 1.33752
H 4.40135 0.52278 -1.97238
H 3.99991 2.62424 -3.49069
H 4.70284 -4.17641 2.36179
C 4.13242 0.31501 -0.93368
H -3.53251 -0.61181 -0.33588
O 5.21653 -2.90444 0.30296
H 7.49527 -3.64417 6.18457
H -3.22156 -0.18064 1.47284
H 3.91728 5.25725 -0.59721
C 6.46060 -3.40472 5.92667
C -2.81327 0.01198 0.37122
C -4.38531 2.28416 0.30196
C 4.51969 5.45967 -2.64167
H 2.04139 1.51518 -5.49731
H 6.23696 -3.54459 2.98928
H -9.07628 -5.23592 0.93919
H 4.41985 1.16674 -0.31206
C 0.79574 1.67595 -3.27686
H 3.77840 1.11832 -5.42073
H 5.77478 -5.39939 6.15250
H 2.72010 -3.21745 0.45223
C 4.42363 -2.02654 -0.02872
H 2.90577 4.37856 -1.75962
N -7.40804 -4.02252 0.95251
N 3.11846 2.26308 -3.83660
H -5.26810 -5.69866 1.47274
O 4.70850 -5.99255 4.10936
```

## Properties
total charge = +1
energy = -55284.6842 eV
E_LUMO = -4.85 eV

(2)
DFT (ωB97M-V/def2-TZVPD) results for a cluster of 3 separate species, C22H48NO5Si in total.

Structure (XYZ):
```
77
C22H48NO5Si (ωB97M-V/def2-TZVPD)
Si 3.95647 1.33487 -2.94844
N -2.59183 0.12687 -3.23373
H 4.40224 3.67349 -3.90313
H 0.84032 3.33045 -3.03187
H -0.23628 -2.13621 3.24814
C -0.66090 0.57854 -1.53093
C -1.28787 -1.69936 -1.90482
H -1.34300 3.50867 -1.21591
O -2.91185 -2.71669 6.31004
H -2.55503 0.49810 -4.20652
O 1.64128 -1.25811 3.17681
H -0.84296 2.27540 -4.06093
H 2.86164 -1.03745 1.58420
H 2.13786 -3.34375 4.78676
H -0.27209 -2.14647 -2.18118
C 4.06670 3.24144 -2.90468
H 0.46753 -3.94828 4.86585
C -1.58671 2.46171 -3.21671
C 2.12345 -1.75955 1.94121
H 2.44564 5.85362 -0.01419
H 1.09075 -0.54963 -2.51992
H -0.56560 -0.54556 -4.55231
O -1.07889 -0.66430 -0.92252
C 1.19614 -3.42882 4.24012
H 4.76256 3.62029 -2.09114
H -1.90009 -2.53684 -1.45542
C 0.22131 4.24250 -2.73831
C -1.95351 -1.22653 -3.27578
H -3.85600 -0.90241 6.65425
H 6.02817 0.39118 -4.02958
H 0.47149 -0.98635 0.78490
C 5.78424 0.70583 -2.95805
C 1.03924 -1.91128 0.88749
H -5.30156 -3.56548 7.18102
C -3.88565 -1.94251 6.99577
H 6.51509 1.52848 -2.68441
H 0.33190 -2.70139 1.15233
H 1.55281 0.85784 -0.29618
H -1.95957 4.56913 -2.59670
H 0.75725 1.06579 -3.28900
H -2.67197 1.47585 -1.58808
H -2.57281 2.71313 -3.74762
H 3.99580 0.99138 -5.41655
C 3.21065 0.73174 -4.63116
H -3.58403 -1.93148 8.04506
H 0.40443 -1.51250 4.75480
H -3.02056 -1.68779 3.08711
H 2.27617 1.30493 -4.91073
O 3.16321 0.63155 -1.58531
H 1.48008 -2.16794 -0.07960
C 1.84622 1.16615 -1.35829
H 2.65954 -2.70207 2.09466
H 0.20054 4.89812 -3.67170
H -3.87905 -0.88817 4.40625
H 1.38456 -4.05063 3.36110
H -3.60231 0.10818 -3.00169
C -1.89893 1.14120 -2.36114
H -5.97285 -1.95975 7.54486
C -5.29031 -2.51122 6.89536
C 1.62373 5.51882 -0.70779
H 5.90819 -0.21434 -2.31152
H 3.06115 -0.38662 -4.54300
C 0.67701 -2.05669 3.84801
H -2.79391 -1.96818 -3.49683
O -1.02546 -1.39341 -4.36553
C -3.02116 -1.52091 4.16709
C -3.08261 -2.84567 4.90866
H 1.81880 2.30234 -1.39656
H -5.67551 -2.44590 5.87456
H 3.03067 3.65194 -2.70583
H -2.26665 -3.48263 4.55822
C 0.86593 5.03719 -1.54516
C 0.72143 0.49853 -2.31234
H -0.50594 1.30909 -0.66613
H -4.01240 -3.38002 4.68514
C -1.23592 3.73643 -2.31665
H -2.12037 -0.96787 4.44184
```

## Properties
total charge = +1
energy = -43187.3240 eV
E_LUMO = -3.42 eV

(3)
DFT (ωB97M-V/def2-TZVPD) results for a structure of composition C22H49Br2FO8Si2.

Structure (XYZ):
```
84
C22H49Br2FO8Si2 (ωB97M-V/def2-TZVPD)
H 6.54512 5.57289 -6.45512
H -5.65852 -1.79167 2.84869
C 0.88006 -2.51369 1.36114
H -9.17877 -6.11586 4.13799
H -3.84884 -2.98339 1.21586
H -9.85966 -4.68342 1.24177
H -7.25600 -4.15643 4.00699
C 4.71077 1.11445 -4.42093
C 7.26880 6.15058 -3.76215
C -7.06969 -3.09451 3.83497
H -6.99596 -2.62710 4.82341
F 2.81822 -1.06072 -1.93449
H 2.82649 -3.84790 1.09850
H 3.21356 0.69856 2.01074
C -9.30995 -4.41981 2.15115
H -3.11222 2.43686 2.51260
O -5.66210 -3.67034 1.93612
H 1.58998 1.14434 -0.98425
H 2.96640 -0.92906 0.22559
C -8.63348 -3.05692 1.96690
H 1.00039 -2.36267 0.20696
H -4.90938 -3.13469 3.75825
H 7.16476 1.01904 -2.97445
C -8.82322 -6.49740 3.17691
H -2.12439 0.42916 4.65010
O 6.67984 5.07647 -4.47804
O 8.21208 2.70595 -5.73061
Si 2.88986 1.79542 1.08953
Si 0.08583 1.52959 1.86762
H 2.76132 -2.86230 2.78584
H -10.00949 -4.36527 2.99147
C 8.12079 2.40395 -4.33183
C 0.66287 -1.07720 2.18937
H 1.68038 -4.38532 2.49632
C 7.15010 3.50480 -6.27668
C -4.89337 -3.06922 0.90889
H 9.08315 1.95024 -4.06930
H 8.03494 3.31548 -3.73708
H -4.83571 3.09653 0.99604
H -1.84978 2.41664 4.93917
H -0.10428 -3.15394 1.56371
H 0.82764 1.36040 4.43555
H 4.01956 2.73951 1.15331
H 6.99208 7.10333 -4.21588
H 6.18041 3.04216 -6.09904
C 3.37170 -0.36851 -0.74257
C 7.18602 4.96400 -5.80926
O 5.73666 2.01556 -4.04270
C 7.02136 1.39337 -3.99339
H -9.62485 -7.02661 2.65969
Br -1.33336 1.44457 -0.97979
H 3.78062 1.67870 -4.52841
H -9.38058 -2.36439 1.56730
O -8.33282 -5.43894 2.36930
H 1.70676 -0.89255 2.73876
O 1.45402 2.66062 1.61456
H 4.93953 0.65226 -5.38692
H -3.39453 3.40658 -0.19687
H 8.21369 5.33683 -5.86752
C -1.39398 2.27110 0.88526
H 8.35681 6.04495 -3.73510
H -0.22344 -1.24105 2.93923
H 4.54391 -0.39093 -0.66487
Br -3.27568 -0.08276 1.51357
H -5.29609 -2.08404 0.65137
C -1.45140 1.37624 4.50995
C -2.87906 1.90554 1.47408
H -8.00111 -7.19021 3.36894
H 7.31024 3.49667 -7.35914
C 2.12694 -3.41496 1.96355
O -8.19343 -2.46840 3.20147
C -0.16104 1.42455 3.77248
H -4.95435 -3.70194 0.01946
H 3.32153 1.88926 -1.51223
H 4.57715 0.34694 -3.65560
C -5.74406 -2.85603 3.10667
H 6.89840 6.12094 -2.73518
C -3.98087 2.56180 0.40193
H 7.07446 0.55089 -4.69634
O 0.42449 -0.05723 1.15645
C 2.75815 1.18094 -0.76126
H -1.24636 3.43217 0.78510
H -7.82268 -3.09751 1.24106
H -4.34333 1.77409 -0.38462
```

## Properties
energy = -198537.8160 eV
E_LUMO = -1.47 eV